1.
The following is a DFT calculation (ωB97M-V/def2-TZVPD) of C4H6CeO as an isolated structure at a distorted geometry.

Structure (XYZ):
```
12
Properties=species:S:1:pos:R:3:mulliken_charge:R:1
O 0.5208 1.9114 0.9907 -0.446
C 1.0973 1.5088 -0.1301 -0.090
C 0.8592 0.1608 -0.6570 -0.383
H 1.4035 2.2938 -0.8418 0.316
H 1.5186 -0.5643 -0.1447 0.227
H 0.9941 0.0983 -1.7474 0.317
Ce -1.1067 1.3976 2.5345 0.155
C -0.7125 -0.5087 -0.2392 -0.357
C -0.9446 -1.7540 0.1906 -0.591
H -1.5240 0.0037 -0.7751 0.342
H -0.1673 -2.3395 0.6915 0.250
H -1.9385 -2.2078 0.1279 0.260
```

As for the spin multiplicity: 3. As for the expectation value of S²: 2.223. Its HOMO-LUMO gap (spin up / spin down) is 5.24 / 3.49 eV. As for the electronic energy: -706.10354 a.u. The energy above the lowest of the compared OMol25 structures with the same formula, charge and spin comes out at 180.4 kJ/mol.


2.
The following is a DFT calculation (ωB97M-V/def2-TZVPD) of C6H9Li4O8 as an isolated structure at a distorted geometry.

Structure (XYZ):
```
27
Properties=species:S:1:pos:R:3:mulliken_charge:R:1
Li -0.6948 -1.5328 5.5966 0.808
Li 0.1913 3.3358 2.3320 0.623
Li -4.0916 2.9674 4.1983 0.275
Li -3.6838 -0.4410 0.1904 0.787
C -0.1686 0.0868 -5.4450 -0.193
C -0.0570 0.3269 -4.0532 0.413
C 0.6944 1.6633 -3.6655 0.334
O 0.8068 1.9616 -2.5351 -0.551
C 1.4444 2.3893 -4.7214 -0.370
C 1.2978 2.0433 -6.0296 0.428
C 0.4593 0.8138 -6.3891 0.288
O 0.1789 0.4602 -7.5891 -0.598
O 1.9053 2.8825 -6.8906 -0.601
O -0.5268 -0.4737 -3.2132 -0.694
H -0.7439 -0.8067 -5.6372 0.426
H 2.1372 3.1919 -4.5159 0.441
O -1.6104 0.0452 2.7690 -1.071
H -0.8799 -0.4333 2.3308 0.224
O -3.5008 -3.5561 6.0800 -0.647
H -3.7640 -3.8697 5.2147 0.331
H -4.1548 -2.8943 6.3046 0.330
O 2.8728 1.6353 4.7909 -0.621
H 2.5297 1.2663 5.6048 0.299
H 3.6382 1.0978 4.5876 0.328
O 1.6583 -3.9163 3.8303 -0.632
H 2.5543 -3.6264 3.6589 0.322
H 1.5074 -4.6172 3.1961 0.321
```

As for the spin multiplicity: 1. Its HOMO-LUMO gap is 1.50 eV. As for the net charge: +1. As for the electronic energy: -865.50980 a.u.


3.
The following is a DFT calculation (ωB97M-V/def2-TZVPD) of one molecule with the formula C6H7NO2S2 at a distorted geometry.

Structure (XYZ):
```
18
Properties=species:S:1:pos:R:3:mulliken_charge:R:1
C 1.4435 -1.3237 0.6567 -1.416
C 0.3913 -1.3762 -0.4028 0.508
C -0.3152 -2.4939 -0.6952 -0.304
S -1.8485 -2.4174 -1.4968 -0.083
S -1.5648 -0.4522 -1.9625 -0.130
C -0.3000 -0.2506 -0.8428 0.787
C -0.2046 1.3100 -0.4834 -0.180
C -1.4266 2.1875 -0.5595 -1.332
N 0.9189 1.8759 0.0459 0.898
O 1.9618 1.2460 -0.0130 -0.640
O 0.8544 3.0019 0.6016 -0.644
H 2.4087 -1.2114 0.1945 0.297
H 1.4828 -2.2004 1.2402 0.435
H 1.3502 -0.4556 1.2622 0.411
H -0.2484 -3.5385 -0.1465 0.256
H -1.0323 3.2181 -1.0092 0.269
H -1.5556 2.4221 0.4388 0.296
H -2.1412 1.7211 -1.1174 0.573
```

As for the spin multiplicity: 1. Its HOMO-LUMO gap is 6.52 eV. As for the structure (SMILES): CC1=CSS/C1=C(\C)[N+](=O)[O-]. As for the electronic energy: -1234.24473 a.u. The energy above the lowest of the compared OMol25 structures with the same formula, charge and spin comes out at 424.9 kJ/mol.


4.
The following is a DFT calculation (ωB97M-V/def2-TZVPD) of one molecule with the formula C13H17ClN4OS at a distorted geometry.

Structure (XYZ):
```
37
Properties=species:S:1:pos:R:3:mulliken_charge:R:1
C -3.2500 -0.2317 -2.0173 -1.546
C -2.4862 -0.9617 -0.9205 0.008
C -2.7418 -0.3134 0.4382 -0.477
C -2.0974 -1.0380 1.6262 -0.684
O -0.8274 -0.5113 1.9793 -0.426
C 0.3009 -0.8451 1.3203 0.631
C 0.4420 -1.9192 0.4437 -0.614
C 1.6512 -2.1861 -0.1714 -0.957
C 2.7501 -1.3933 0.1059 0.153
Cl 4.2654 -1.6893 -0.6893 -0.220
C 2.6440 -0.3431 0.9999 -0.476
C 1.4299 -0.0519 1.6002 0.640
C 1.2974 1.1668 2.4537 -0.959
S 1.7699 2.6549 1.4722 -0.250
C 0.9517 2.2058 -0.0048 0.152
N -0.3247 2.0137 -0.1980 -0.429
N -0.4864 1.5930 -1.4541 -0.204
C 0.6834 1.5472 -2.0278 -0.074
N 1.6455 1.9187 -1.1487 0.590
N 3.0049 2.0489 -1.3734 -1.012
H -4.3171 -0.2250 -1.8053 0.401
H -2.8937 0.7924 -2.0826 0.330
H -3.0920 -0.7157 -2.9780 0.373
H -1.4226 -0.9168 -1.1564 0.076
H -2.7941 -2.0116 -0.8916 0.439
H -3.8194 -0.2752 0.6092 0.501
H -2.3634 0.7099 0.4164 0.184
H -2.6918 -0.8630 2.5277 0.331
H -2.0463 -2.1194 1.4581 0.322
H -0.3986 -2.5543 0.2198 0.332
H 1.7342 -3.0065 -0.8664 0.454
H 3.5045 0.2720 1.2203 0.504
H 1.9819 1.1654 3.3010 0.514
H 0.2720 1.3008 2.7893 0.356
H 0.8740 1.2501 -3.0369 0.455
H 3.4389 2.3754 -0.5105 0.301
H 3.4114 1.1566 -1.6486 0.280
```

As for the spin multiplicity: 1. Its HOMO-LUMO gap is 9.04 eV. As for the structure (SMILES): CCCCOc1ccc(Cl)cc1CSc1nncn1N. As for the electronic energy: -1658.17361 a.u.


5.
The following is a DFT calculation (ωB97M-V/def2-TZVPD) of C29H31Br3N5Y as an isolated structure.

Structure (XYZ):
```
69
Properties=species:S:1:pos:R:3:mulliken_charge:R:1
Y -0.1710 0.8224 -0.1837 0.285
C -2.8877 0.0503 -2.1191 -1.287
N -1.6645 -0.6279 -1.6473 1.696
C -2.0644 -1.8490 -0.9044 -1.202
C -0.8007 -1.0276 -2.7678 0.880
C -1.3121 -1.4576 -3.9867 -0.557
C -0.4559 -1.8273 -5.0106 -1.011
C 0.9168 -1.7614 -4.8180 -0.782
C 1.4336 -1.3465 -3.6048 -0.654
C 0.5824 -0.9948 -2.5548 -1.045
N 1.0348 -0.5235 -1.3123 0.900
C 2.1526 -1.0814 -0.6764 -0.975
C 2.6292 -2.3724 -0.9244 -0.426
C 3.6615 -2.8977 -0.1647 -0.993
C 4.2349 -2.1605 0.8615 -1.122
C 3.7656 -0.8835 1.1249 -0.348
C 2.7336 -0.3500 0.3679 0.674
N 2.2102 0.9987 0.6241 1.479
C 3.0731 1.9639 -0.0976 -1.308
C 2.1835 1.3373 2.0630 -1.107
H -3.4850 -0.5857 -2.7726 0.367
H -2.6274 0.9563 -2.6676 0.381
H -3.5076 0.3039 -1.2617 0.370
H -2.6426 -2.5128 -1.5518 0.402
H -2.6735 -1.5792 -0.0405 0.389
H -1.1751 -2.3827 -0.5754 0.254
H -2.3782 -1.5140 -4.1513 0.385
H -0.8596 -2.1589 -5.9566 0.446
H 1.5883 -2.0322 -5.6213 0.450
H 2.5045 -1.2894 -3.4612 0.623
H 2.1808 -2.9721 -1.7047 0.562
H 4.0164 -3.8976 -0.3757 0.430
H 5.0405 -2.5742 1.4513 0.468
H 4.2110 -0.3067 1.9239 0.388
H 4.1128 1.8408 0.2146 0.339
H 2.7615 2.9823 0.1306 0.427
H 3.0051 1.7751 -1.1689 0.306
H 3.1857 1.4750 2.4749 0.474
H 1.6892 0.5434 2.6222 0.413
H 1.6498 2.2801 2.2006 0.248
Br 2.0571 -3.7970 5.2700 -0.119
C 1.0104 -2.6399 4.2272 -0.127
C 1.0700 -2.7199 2.8417 -1.023
C 0.3178 -1.8441 2.0771 0.801
C -0.5015 -0.9104 2.7015 -0.584
C -0.5508 -0.8194 4.0895 -0.449
C 0.2045 -1.6941 4.8526 -0.803
N -1.1904 0.0272 1.8744 0.449
C -2.3341 0.4903 2.2040 -0.484
C -3.0080 1.5348 1.4101 0.407
C -4.2410 2.0070 1.8277 -0.964
C -4.8705 2.9944 1.0769 -0.521
C -4.2380 3.4664 -0.0568 -0.839
C -3.0013 2.9375 -0.4034 -0.344
N -2.3863 1.9904 0.3011 0.602
H 1.7082 -3.4483 2.3618 0.588
H 0.3825 -1.9064 0.9976 0.413
H -1.1417 -0.0547 4.5768 0.566
H 0.1841 -1.6348 5.9315 0.440
H -2.8797 0.1062 3.0660 0.641
H -4.7002 1.6112 2.7231 0.514
H -5.8342 3.3817 1.3777 0.474
H -4.6835 4.2318 -0.6759 0.466
H -2.4874 3.2869 -1.2914 0.388
Br 0.3061 2.7769 -2.5651 -0.004
C 0.7324 4.3640 -1.5372 -0.699
Br 0.2427 4.1923 0.3197 -0.003
H 0.1775 5.1943 -1.9563 0.503
H 1.8035 4.5126 -1.5995 0.491
```

As for the spin multiplicity: 1. Its HOMO-LUMO gap is 5.62 eV. As for the net charge: +2. As for the electronic energy: -9157.45638 a.u. The energy above the lowest of the compared OMol25 structures with the same formula, charge and spin comes out at 18.5 kJ/mol.


6.
The following is a DFT calculation (ωB97M-V/def2-TZVPD) of one molecule with the formula C9H8I2O3 at a distorted geometry.

Structure (XYZ):
```
22
Properties=species:S:1:pos:R:3:mulliken_charge:R:1
C -0.0528 1.1297 -0.8811 -1.114
C -0.1982 1.6021 0.4018 1.251
C -0.7493 -1.8612 -1.2809 0.498
C -0.4974 -2.2822 0.9081 0.498
C 0.9664 0.1282 -1.3875 -0.691
C 0.8256 1.5609 1.3358 -1.396
C 0.6925 -1.3431 -0.9628 0.472
C 0.7431 -1.6960 0.4661 -0.531
C -1.5418 2.0948 0.8824 -1.352
O -1.3513 -1.7985 -2.3146 -0.534
O -0.8084 -2.7067 1.9694 -0.523
O -1.3671 -2.2421 -0.1716 -0.325
I 2.0770 -2.7200 -2.0146 0.172
I 2.4136 -1.5532 1.6569 0.308
H -0.7415 1.4123 -1.5670 0.564
H 0.7980 0.0216 -2.4855 0.411
H 1.9793 0.3830 -1.0341 0.436
H 1.7786 1.4706 1.0673 0.599
H 0.6951 1.7666 2.4175 0.245
H -1.5809 3.2205 0.9952 0.298
H -1.7860 1.6479 1.8625 0.352
H -2.2945 1.7649 0.1366 0.362
```

As for the spin multiplicity: 1. Its HOMO-LUMO gap (spin up / spin down) is 5.72 / 8.08 eV. As for the electronic energy: -1168.74803 a.u. The energy above the lowest of the compared OMol25 structures with the same formula, charge and spin comes out at 228.4 kJ/mol.


7.
The following is a DFT calculation (ωB97M-V/def2-TZVPD) of AlB2H24O8 as an isolated structure at a distorted geometry.

Structure (XYZ):
```
35
Properties=species:S:1:pos:R:3:mulliken_charge:R:1
Al 2.7673 0.4158 -0.3490 1.103
B -0.2542 0.4091 0.1998 1.316
H -1.3683 0.1252 0.2619 -0.192
H 0.2551 -0.5543 -0.1630 -0.464
H -0.0223 1.2394 -0.5959 0.245
H 0.2542 0.6910 1.1810 -0.591
B 1.4741 -1.3994 -2.3740 0.038
H 2.4257 -1.5469 -3.0006 -0.040
H 1.6720 -1.6864 -1.2785 -0.143
H 1.1106 -0.2966 -2.4456 -0.012
H 0.6610 -2.0726 -2.8789 0.152
O -4.2796 -1.2688 -0.6212 -0.601
H -5.0887 -0.8871 -0.9783 0.319
H -3.7676 -0.5114 -0.3214 0.265
O 2.3072 -2.1044 1.1305 -0.543
H 2.7197 -2.5161 1.8976 0.273
H 1.4855 -2.6028 0.9927 0.262
O -0.6417 -2.6236 1.0201 -0.713
H -1.3513 -2.3369 1.6048 0.305
H -0.3566 -1.8199 0.5586 -0.109
O 2.1249 0.7521 2.5723 -0.548
H 1.1931 0.9216 2.8549 0.331
H 2.6172 0.6763 3.3963 0.307
O -1.6682 2.9616 0.7815 -0.615
H -2.0136 3.4707 0.0393 0.311
H -1.2703 2.1737 0.3821 0.297
O -1.0810 -0.2489 -2.6172 -0.548
H -1.1262 -0.1027 -1.6529 0.425
H -0.2051 -0.6638 -2.7652 0.248
O -0.2915 1.1989 3.5725 -0.718
H -0.9492 1.1850 4.2759 0.325
H -0.8023 1.0978 2.7581 0.234
O 1.2263 2.3976 -2.1782 -0.500
H 1.1139 2.1677 -3.1102 0.304
H 1.1301 3.3588 -2.1497 0.277
```

As for the spin multiplicity: 1. Its HOMO-LUMO gap is 3.48 eV. As for the net charge: +1. As for the electronic energy: -907.76911 a.u.


8.
The following is a DFT calculation (ωB97M-V/def2-TZVPD) of C39H40N6O5PS3Y as an isolated structure at a distorted geometry.

Structure (XYZ):
```
95
Properties=species:S:1:pos:R:3:mulliken_charge:R:1
Y 0.0377 0.0509 0.0868 0.098
S -0.4305 5.2528 5.8342 0.056
N -1.5902 4.3781 5.1143 -0.717
C -0.9951 3.5975 4.2339 0.696
C -1.6648 2.6305 3.3710 0.028
C -2.9917 2.3825 3.4177 -0.316
C -3.5429 1.3716 2.5548 -1.240
C -2.7113 0.7241 1.7048 -0.591
N -1.3738 0.9631 1.5663 0.254
C -0.8026 1.9176 2.4474 -0.080
C 0.5469 2.0942 2.3961 -0.291
N 1.2774 1.3307 1.4433 0.420
C 2.6442 1.4433 1.4923 -0.328
C 3.3360 2.2408 2.3369 -1.578
C 2.6090 3.0615 3.2684 -0.569
C 1.2607 2.9887 3.2877 0.324
C 0.4264 3.7673 4.1967 0.678
N 0.8645 4.6709 5.0515 -0.706
H -3.6148 2.9241 4.1172 0.512
H -4.5898 1.1069 2.5961 0.432
H -3.1059 -0.0695 1.0775 0.597
H 3.1876 0.8493 0.7623 0.688
H 4.4155 2.2618 2.2919 0.517
H 3.1215 3.7276 3.9500 0.488
C -0.9393 3.3698 -2.0119 -1.049
O -1.3783 2.2972 -1.1891 -0.186
C -2.6604 1.8182 -1.5687 -0.674
C -2.4937 0.5398 -2.3523 -0.547
O -2.0573 -0.4954 -1.4604 0.809
C -3.0990 -1.4316 -1.1714 -1.262
H -1.7192 4.1337 -2.0696 0.408
H -0.6909 3.0251 -3.0229 0.329
H -0.0516 3.7904 -1.5530 0.268
H -3.1959 2.5713 -2.1532 0.592
H -3.2243 1.6253 -0.6535 0.183
H -1.7223 0.6596 -3.1185 0.054
H -3.4240 0.2357 -2.8374 0.480
H -3.3795 -1.9596 -2.0861 0.299
H -3.9748 -0.9182 -0.7677 0.511
H -2.7190 -2.1343 -0.4386 0.136
O -0.4681 -3.3547 2.8006 -0.769
S 0.0716 -2.7813 1.6188 1.383
O 1.2234 -1.7929 1.9427 -0.293
O -0.8600 -1.9975 0.7921 -0.322
C 0.7625 -4.0246 0.5906 -0.304
C 0.4031 -5.3328 0.8711 -0.666
C 0.8570 -6.3482 0.0413 -0.826
C 1.6581 -6.0335 -1.0439 -0.794
C 2.0126 -4.7148 -1.3055 -0.566
C 1.5807 -3.6768 -0.4891 0.078
P 2.1470 -1.9420 -0.7319 3.445
C 3.9667 -1.8360 -0.9662 0.110
C 4.5401 -0.7103 -1.5548 0.188
C 5.9172 -0.6009 -1.6823 -0.779
C 6.7434 -1.6268 -1.2430 -0.716
C 6.1843 -2.7545 -0.6618 -0.866
C 4.8061 -2.8525 -0.5162 -0.759
C 1.8050 -2.1029 -2.6841 -0.132
C 0.4559 -1.9916 -3.0278 -0.748
C 0.0125 -2.0320 -4.3446 -0.265
C 0.9300 -2.2030 -5.3734 -0.718
C 2.2770 -2.3442 -5.0622 -0.861
C 2.7048 -2.2928 -3.7384 -0.269
H -0.2253 -5.5412 1.7262 0.583
H 0.5837 -7.3745 0.2448 0.412
H 2.0200 -6.8203 -1.6937 0.446
H 2.6437 -4.4858 -2.1555 0.457
H 3.9026 0.0964 -1.8927 0.289
H 6.3468 0.2913 -2.1212 0.467
H 7.8176 -1.5437 -1.3466 0.383
H 6.8203 -3.5579 -0.3124 0.424
H 4.3835 -3.7352 -0.0500 0.355
H -0.2864 -1.8882 -2.2385 0.070
H -1.0444 -1.9399 -4.5677 0.436
H 0.5984 -2.2431 -6.4035 0.409
H 2.9997 -2.5015 -5.8551 0.447
H 3.7627 -2.4074 -3.5316 0.379
C 2.5652 -2.0241 1.2865 -1.002
H 3.1321 -1.1700 1.6495 0.390
H 2.9613 -2.9356 1.7428 0.412
C 3.4338 3.9801 -3.3630 -0.984
N 2.8281 2.7791 -3.8869 0.247
C 2.7114 2.5428 -5.3186 -0.714
C 2.0812 1.1462 -5.3716 -0.494
N 1.5263 1.0248 -4.0313 0.387
C 2.0936 1.9037 -3.1795 0.276
S 1.9109 1.9142 -1.5094 -0.359
H 4.4500 4.0775 -3.7466 0.315
H 3.4635 3.9132 -2.2785 0.330
H 2.8612 4.8655 -3.6532 0.313
H 3.6906 2.5840 -5.7957 0.407
H 2.0708 3.3016 -5.7801 0.303
H 2.8263 0.3694 -5.5588 0.274
H 1.3033 1.0716 -6.1287 0.349
H 1.1743 0.1478 -3.6724 -0.280
```

As for the spin multiplicity: 1. Its HOMO-LUMO gap is 4.38 eV. As for the electronic energy: -3789.13952 a.u. The energy above the lowest of the compared OMol25 structures with the same formula, charge and spin comes out at 430.0 kJ/mol.